No. 1
The following is a DFT calculation (ωB97M-V/def2-TZVPD) of 9 unconnected molecules or ions with the total composition C23H47Cl16N2.

Geometry as XYZ:
```
88
Properties=species:S:1:pos:R:3:forces:R:3
N -1.46675 4.75072 1.76934 0.4965 -0.2539 -0.2216
C -1.43467 3.27547 1.92032 -0.6157 1.1353 0.4564
C -2.86594 2.79168 2.15516 0.2514 -0.4517 -0.1418
C -3.09899 1.24204 2.05432 0.0231 0.4450 0.7235
C -1.85293 0.50207 1.75351 -0.1983 0.2841 -0.2261
N -1.47458 0.39429 0.52624 -0.3782 0.1570 0.3139
C -0.21104 -0.35582 0.37125 -0.9829 -0.5966 0.0738
C -0.30525 -1.21741 1.63811 -0.0826 1.1007 0.0780
C -0.84778 -0.16711 2.63064 -0.0587 -0.0187 -0.0471
H -1.19962 5.19982 2.63901 -0.2125 -0.0404 0.0307
H -0.73065 5.01134 1.12034 -0.1652 0.1363 -0.0065
H -0.97433 2.86490 1.02775 0.0856 -0.1921 -0.0401
H -0.86607 3.03941 2.81958 0.3973 -0.5013 -0.2237
H -3.55124 3.28730 1.47669 0.0328 0.1562 -0.1380
H -3.13249 3.08028 3.16441 -0.1246 0.1583 -0.0096
H -3.53164 0.91561 2.99388 0.1875 -0.1425 0.0841
H -3.85026 1.01229 1.30360 0.0712 0.0066 -0.3041
H -2.04743 0.82992 -0.18907 0.4499 -0.2210 -0.3931
H 0.60789 0.35797 0.39499 0.2657 -0.1160 -0.2562
H -0.28010 -0.95178 -0.53054 0.4221 0.2760 -0.1398
H -1.12549 -1.91500 1.48698 0.3976 -0.6307 -0.0202
H 0.65197 -1.64628 1.90073 -0.0656 -0.3262 0.1738
H -0.06005 0.56027 2.84666 -0.0113 0.1989 0.1381
H -1.26276 -0.49201 3.57617 0.0216 -0.2131 0.0360
Cl -1.95604 0.72085 -2.96272 -0.0329 0.0469 0.0891
C -1.16027 -0.17755 -4.29401 0.1367 -0.1349 -0.2761
C -0.58963 -1.49490 -3.83858 -0.0986 -0.0722 0.0124
Cl 0.80883 -1.27195 -2.75371 0.0712 -0.0531 -0.1666
H -0.38886 0.46665 -4.71231 0.0096 0.0461 0.0931
H -1.92095 -0.34727 -5.05359 -0.0577 0.0048 0.0591
H -0.23455 -2.05323 -4.70244 0.0343 0.0723 -0.0321
H -1.32957 -2.09859 -3.31809 -0.0025 0.0485 0.0467
Cl 4.08126 -0.96635 -1.55785 -0.0030 0.0715 0.1451
C 4.52401 -1.79712 -3.07424 -0.0175 -0.0596 -0.1582
C 5.73226 -2.68172 -2.91527 -0.0521 -0.0827 -0.0038
Cl 7.22451 -1.73974 -2.64850 -0.0113 0.0567 0.0454
H 4.68305 -1.03691 -3.83394 0.0091 0.0430 0.0372
H 3.66551 -2.39839 -3.36627 0.0039 -0.0250 0.0128
H 5.87760 -3.26199 -3.82644 0.0569 0.1324 0.4030
H 5.61930 -3.37074 -2.08244 0.0388 0.0426 0.0374
Cl -3.75735 -1.52136 3.72923 -0.0464 -0.2019 0.0652
C -4.88052 -2.19531 4.94683 -0.1701 -0.2070 0.1121
C -5.46144 -1.12484 5.83167 -0.0747 0.0475 -0.0438
Cl -4.23823 -0.41255 6.91005 0.0733 -0.0222 0.0171
H -4.33750 -2.93982 5.52246 0.0954 0.0551 -0.0200
H -5.67649 -2.69528 4.39835 -0.0062 0.0634 -0.0431
H -6.23212 -1.55715 6.46730 0.0248 -0.0455 0.0040
H -5.90479 -0.31815 5.25288 0.0623 0.0404 0.0121
Cl 0.55778 0.01622 5.83069 0.0299 -0.0109 -0.0164
C 0.24258 1.23389 7.09636 0.0229 0.0877 0.1083
C -1.14036 1.82104 6.98897 -0.0506 -0.0850 0.1831
Cl -1.32833 2.84176 5.53560 -0.0267 -0.0347 -0.0803
H 1.00917 2.00034 7.01932 0.0044 -0.0119 -0.0711
H 0.35060 0.72983 8.05476 -0.0470 -0.0369 -0.0133
H -1.33573 2.45837 7.84931 0.0473 0.0463 -0.0232
H -1.90298 1.04766 6.95021 0.0187 0.0100 -0.1017
Cl -7.33298 1.58857 7.08008 -0.0301 -0.0104 0.0107
C -7.21312 3.23565 6.41295 -0.0326 0.0959 0.0220
C -6.65874 3.24407 5.01188 -0.1130 0.0881 -0.0765
Cl -4.94027 2.75739 4.96803 -0.0870 -0.0811 0.1182
H -6.59612 3.82134 7.08933 0.0488 -0.0381 -0.0096
H -8.21722 3.65576 6.40875 -0.0164 -0.0373 -0.0374
H -6.71677 4.25086 4.60210 0.0490 0.0177 0.0392
H -7.21026 2.57319 4.35822 0.0141 -0.0543 0.0430
Cl -1.42184 3.01880 -7.14576 0.0066 -0.0645 0.0066
C -1.20592 3.55875 -5.46197 -0.0448 0.0438 0.0384
C 0.17065 4.11866 -5.21105 0.0034 0.1089 0.0372
Cl 1.43717 2.86556 -5.29854 -0.0379 -0.0707 0.0177
H -1.41178 2.71279 -4.81171 0.0193 0.0110 -0.0117
H -1.95313 4.32800 -5.27398 0.0255 0.0345 -0.0300
H 0.21170 4.54589 -4.21043 -0.0062 -0.0411 0.0181
H 0.42398 4.89439 -5.92871 0.0012 -0.0466 -0.0532
Cl 7.57959 -5.50350 -3.41986 0.0172 -0.0661 0.0102
C 9.15337 -4.66149 -3.35895 0.1179 0.0920 -0.0272
C 10.19106 -5.34321 -4.21243 0.0422 0.0186 -0.0330
Cl 10.66750 -6.92965 -3.55536 -0.0123 -0.0166 -0.0151
H 9.46304 -4.60973 -2.31860 -0.0312 -0.0744 0.0143
H 8.98617 -3.64917 -3.71876 -0.0204 -0.0119 -0.0444
H 11.09018 -4.73063 -4.24981 -0.0069 0.0151 0.0487
H 9.83235 -5.49576 -5.22716 -0.0342 -0.0462 0.0188
Cl 2.15592 -1.36010 -6.04451 0.0654 0.0107 -0.0099
C 2.91447 -2.20567 -7.42569 -0.0626 -0.0059 -0.1788
C 3.52153 -3.52064 -7.01238 -0.0512 -0.0518 -0.0633
Cl 4.93073 -3.28688 -5.94748 -0.1146 -0.0919 -0.3831
H 3.65583 -1.53704 -7.85470 0.0294 0.0204 0.0837
H 2.13512 -2.37745 -8.16590 -0.0379 -0.0180 0.0449
H 3.86366 -4.06468 -7.89081 0.0386 0.0626 -0.0202
H 2.80360 -4.13974 -6.48045 0.0119 0.0251 0.0476
```
Forces are in eV/Å.

Output
Frontier orbital gap   9.0 eV
Net charge   +1
Calculated total energy   -227948.9989 eV
LUMO energy   -2.75 eV



No. 2
The following is a DFT calculation (ωB97M-V/def2-TZVPD) of a molecular structure, C23H47CuF6NO10S2.

Geometry as XYZ:
```
90
Properties=species:S:1:pos:R:3:forces:R:3
Cu 0.23923 -0.15635 -0.06985 -0.9613 -0.3858 -0.9587
C -2.50246 -2.19449 -0.70122 1.7846 2.9398 0.2507
O -2.64457 -2.30847 0.71743 1.5585 -1.3556 -0.9628
O -1.44004 -1.33065 -0.94439 0.4566 -0.9247 -0.0459
C -2.49786 -3.60647 -1.37876 1.9008 0.6043 0.2787
F -2.59294 -3.56775 -2.72538 1.2983 0.4971 0.0362
F -1.43664 -4.39680 -0.96226 -0.5490 1.0811 -0.9238
F -3.55116 -4.26727 -1.05222 -2.5351 -1.3352 1.4915
C -3.88493 -2.24135 1.27678 -1.2250 0.8680 2.0174
C -3.63468 -2.30009 2.78384 -0.1755 -0.7780 0.6931
H -4.49372 -2.11402 3.42846 -0.3105 0.5130 -0.3927
H -3.33009 -3.27533 3.16363 0.3945 -0.2684 -0.4576
H -2.84082 -1.60086 3.04644 -0.0341 0.1105 0.0138
H -4.64071 -2.95759 0.95444 0.2186 -0.2976 -0.2016
H -4.30007 -1.23997 1.16277 -0.3725 0.2824 -0.6585
H -3.35204 -1.61350 -1.06008 -0.8819 -0.6398 -0.3648
C 0.38529 2.70311 -2.36738 -1.4052 -1.9642 2.7836
O -0.18023 2.39101 -3.63028 0.7489 0.2542 -0.4835
O 0.32696 1.47793 -1.61518 1.1002 2.1060 -0.7496
C 1.79163 3.42957 -2.44460 -2.0426 -0.3123 -0.5459
F 1.66047 4.66778 -3.04704 0.1901 -0.6656 0.6554
F 2.47230 3.61365 -1.31075 -0.4399 0.1154 0.1977
F 2.51250 2.68512 -3.22804 2.0072 -0.7807 -1.3363
C -0.32434 3.41202 -4.62728 -0.7486 -1.3973 -0.7908
C -1.26785 2.81472 -5.74178 0.5553 0.4831 0.8985
H -2.28433 2.68884 -5.36893 0.0385 0.0365 0.0655
H -1.29457 3.46087 -6.61919 0.0136 0.1669 0.0761
H -0.91734 1.83943 -6.07954 0.1764 -0.0072 0.1812
H 0.64285 3.61236 -5.08826 0.0690 0.3040 0.0799
H -0.75594 4.31503 -4.19556 0.0564 0.1476 -0.0196
H -0.26254 3.44565 -1.90150 -0.3087 0.4294 0.2148
C 2.97823 1.84967 2.88239 0.0675 -0.2960 -0.1331
C 2.65484 1.74950 1.39409 1.5157 0.5360 0.4648
C 3.91501 1.71119 0.53202 0.5797 2.0804 -0.5073
O 2.15957 0.49712 1.11537 -2.8601 -1.9953 -0.0008
H 3.58029 2.74454 3.03992 -0.0253 -0.1136 0.4261
H 3.49620 0.93875 3.18244 0.6758 0.1055 -0.0660
H 2.10548 1.80439 3.53383 -0.3030 0.5627 -0.2106
H 1.88455 2.49318 1.18996 0.2031 -0.0325 -0.7403
H 3.67245 1.42421 -0.49117 -0.1478 -0.5333 0.2400
H 4.66611 1.07956 1.00634 -0.1341 -0.4019 -0.1042
H 4.43128 2.65449 0.35382 -0.0708 0.3780 0.4655
H 2.86025 -0.14741 1.23878 -0.0411 -0.2948 -0.2142
C -3.06908 1.66411 1.18386 0.2043 -0.7752 1.2131
C -1.55473 1.77293 1.54389 -1.5042 3.2236 -1.6967
C -1.31525 2.76405 2.72551 0.2625 0.3492 -0.4583
O -1.57075 4.13644 2.30691 -1.2502 -1.3750 -0.3418
C -2.29222 4.95806 3.19727 0.8358 0.5425 1.8825
N -1.00846 0.46859 1.73200 0.3497 -1.0221 0.6101
H -3.65589 2.55690 0.96781 0.5937 0.1173 -0.2573
H -3.52712 1.23282 2.07396 -0.2908 0.0728 0.5026
H -3.25975 0.86180 0.47109 0.3473 0.3734 -0.6354
H -1.05093 2.20945 0.68148 0.0572 0.2310 -0.1015
H -0.28779 2.76238 3.08941 0.5097 -0.2401 -0.4407
H -1.83801 2.39824 3.60926 -0.9153 0.4571 0.0924
H -2.57579 5.95007 2.84568 0.4742 -0.2600 -0.9721
H -1.61878 5.13825 4.03519 0.1842 0.3839 0.3324
H -3.19131 4.64152 3.72596 -0.3378 -1.1766 -0.6710
H -1.77235 -0.19213 1.72741 -0.2422 -0.6151 -0.7990
H -0.83386 0.44938 2.72661 1.2919 -0.4928 0.3447
C 2.24796 -0.25284 -4.75642 -0.5334 0.7388 0.5001
C 1.15369 -1.25619 -5.11899 -0.7835 -0.7855 0.7681
C 0.53619 -1.78071 -3.79779 -0.0120 1.1509 1.2440
S 1.93542 -1.87916 -2.65133 -0.0628 -0.3947 -0.4616
O 2.40037 -3.25789 -2.70342 -0.1254 0.7102 0.8638
O 1.68008 -1.19694 -1.35076 0.4294 -0.8207 -1.3981
C 3.13547 -0.91192 -3.68513 -1.2139 0.2106 -0.0282
H 1.80419 0.65534 -4.34851 -0.2169 -0.0620 0.1494
H 2.79092 0.08570 -5.63886 0.2731 -0.3186 0.0402
H 1.60592 -2.06563 -5.69205 -0.2645 -0.1370 -0.1255
H 0.27609 -0.84755 -5.61993 0.4810 0.2564 -0.5619
H -0.12559 -2.63984 -3.68809 0.8138 -0.6939 -0.6159
H -0.14280 -1.06012 -3.34190 0.2599 0.8318 -0.1000
H 3.78176 -1.61641 -4.20867 0.2116 -0.1491 0.7122
H 3.60955 -0.21617 -2.99282 0.2651 -0.0871 -0.3168
C -0.09409 -3.93690 4.03747 -1.2387 -0.6793 -0.9724
C 1.16331 -3.52067 4.72471 0.7019 0.6738 0.1415
C 1.79817 -2.45986 3.78918 0.2606 0.0251 -0.2772
S 1.49929 -3.01970 2.06352 -2.2360 -0.8550 0.4686
O 2.66151 -3.74371 1.61254 -0.0041 0.7568 -0.2337
O 0.83067 -1.96561 1.28018 1.2016 -1.2087 1.0586
C 0.21844 -4.28819 2.56109 0.6601 0.9269 0.9168
H -0.84456 -3.15387 4.14595 -0.0231 0.1738 -0.2919
H -0.54598 -4.82474 4.47974 0.0568 -0.0223 0.1951
H 1.82668 -4.35378 4.95704 0.1498 -0.0311 -0.4261
H 0.88804 -3.11406 5.69784 0.2596 0.3500 -0.0220
H 2.87994 -2.33128 3.82566 -0.0238 -0.1387 0.3047
H 1.33395 -1.47944 3.89576 -0.1352 -0.0619 -0.0133
H 0.74849 -5.23706 2.64352 0.0118 -0.0133 -0.7334
H -0.63660 -4.28895 1.88507 0.2302 0.0376 -0.0512
```
Forces are in eV/Å.

Output
Frontier orbital gap (spin up / spin down)   7.9 / 6.3 eV
Calculated total energy   -129188.0885 eV
Spin multiplicity   2
LUMO energy (spin up / spin down)   0.04 / -1.61 eV